[1]
# C38H35F5N3O4PRhS3Te

A structure of composition C38H35F5N3O4PRhS3Te (ωB97M-V/def2-TZVPD, the OMol25 dataset).

```
91
Properties=species:S:1:pos:R:3:mulliken_charge:R:1
Rh 0.800 -0.449 0.517 2.214
S 3.102 -0.789 0.612 -0.498
C 3.261 0.028 2.092 -0.178
N 4.221 0.867 2.363 0.191
C 4.397 1.351 3.743 -0.660
C 4.027 0.252 4.705 -0.930
N 2.665 -0.202 4.417 0.274
C 1.797 -0.491 5.574 -1.250
C 1.526 0.767 6.359 0.554
C 1.958 0.876 7.675 -0.346
C 1.724 2.044 8.389 -0.631
C 1.068 3.105 7.782 -0.437
C 0.641 2.997 6.465 -0.805
C 0.865 1.831 5.751 -0.041
C 2.265 -0.285 3.173 0.571
S 0.705 -0.729 2.715 -0.372
C 5.093 1.444 1.307 -0.602
C 5.253 2.926 1.514 -0.241
C 4.150 3.764 1.377 -0.173
C 4.278 5.126 1.588 -0.807
C 5.514 5.662 1.930 -0.532
C 6.619 4.834 2.056 -0.717
C 6.487 3.466 1.853 -0.515
H 3.777 2.237 3.896 0.338
H 5.439 1.638 3.866 0.627
H 4.037 0.640 5.722 0.489
H 4.716 -0.595 4.641 0.333
H 2.316 -1.226 6.192 0.413
H 0.882 -0.950 5.205 0.486
H 2.466 0.045 8.150 0.396
H 2.055 2.124 9.416 0.397
H 0.886 4.015 8.338 0.399
H 0.124 3.820 5.989 0.462
H 0.530 1.763 4.722 0.462
H 4.614 1.223 0.353 0.400
H 6.059 0.937 1.345 0.398
H 3.196 3.341 1.092 1.147
H 3.416 5.771 1.479 0.472
H 5.616 6.727 2.090 0.418
H 7.584 5.250 2.312 0.397
H 7.352 2.820 1.947 0.444
O 0.571 2.684 2.551 -0.628
C 0.798 2.648 1.363 -0.844
N 1.312 1.562 0.685 0.599
S 1.614 1.870 -0.884 1.182
O 3.013 1.979 -1.189 -0.726
O 0.886 0.795 -1.559 -0.749
C 0.897 3.471 -0.900 0.520
C 0.759 4.365 -1.942 -0.912
C 0.244 5.616 -1.630 -0.600
C -0.092 5.948 -0.320 -0.673
C 0.074 5.038 0.716 -0.582
C 0.572 3.785 0.408 0.524
H 1.032 4.104 -2.955 0.543
H 0.101 6.343 -2.418 0.451
H -0.493 6.930 -0.109 0.462
H -0.189 5.280 1.737 0.541
F -3.108 1.102 -0.929 -0.403
Te -2.626 -0.391 0.040 2.119
F -2.365 -2.019 0.923 -0.441
F -3.687 0.185 1.433 -0.375
F -4.093 -1.260 -0.665 -0.371
F -1.697 -1.044 -1.450 -0.477
O -1.100 0.318 0.719 -1.125
C 1.152 -3.745 1.517 -2.313
P 0.659 -2.801 0.047 2.400
C -0.714 -3.766 -0.633 0.779
C -1.512 -4.548 0.197 -0.593
C -2.530 -5.317 -0.342 -0.714
C -2.761 -5.302 -1.710 -0.655
C -1.972 -4.518 -2.539 -0.735
C -0.951 -3.751 -2.004 -0.590
C 1.981 -3.060 -1.171 0.370
C 2.854 -4.143 -1.084 -0.634
C 3.838 -4.321 -2.044 -0.799
C 3.951 -3.428 -3.102 -0.629
C 3.076 -2.358 -3.202 -1.082
C 2.093 -2.172 -2.240 -0.078
H 1.186 -4.810 1.294 0.616
H 0.431 -3.577 2.316 0.538
H 2.132 -3.401 1.848 0.472
H -1.364 -4.550 1.268 0.301
H -3.147 -5.920 0.309 0.424
H -3.560 -5.900 -2.129 0.408
H -2.153 -4.499 -3.605 0.427
H -0.345 -3.141 -2.660 0.399
H 2.774 -4.853 -0.272 0.339
H 4.514 -5.162 -1.969 0.429
H 4.719 -3.573 -3.850 0.414
H 3.154 -1.663 -4.028 0.462
H 1.417 -1.331 -2.334 0.461
```

Total charge ... +1
Gap between HOMO and LUMO ... 0.262 Eh
Energy above the lowest of the compared OMol25 structures with the same formula, charge and spin ... 15.8 kcal per mole
Spin multiplicity ... 1
HOMO energy ... -11.33 eV
E_LUMO ... -4.2 eV

---

[2]
# C38H35Ge2HgIN5O2

A structure of composition C38H35Ge2HgIN5O2 (ωB97M-V/def2-TZVPD, the OMol25 dataset).

```
84
Properties=species:S:1:pos:R:3:mulliken_charge:R:1
Hg 1.252 0.181 -0.318 1.349
O 3.765 1.948 -3.548 -0.750
C 2.820 1.478 -2.904 0.063
N 2.678 1.453 -1.567 0.125
C 3.624 2.131 -0.779 -0.603
C 4.264 3.284 -1.246 -0.104
C 5.195 3.963 -0.482 -0.778
C 5.520 3.491 0.778 -0.723
C 4.864 2.383 1.285 -0.644
C 3.884 1.700 0.549 0.605
N 3.140 0.625 1.053 -0.119
C 3.277 0.175 2.301 0.273
O 4.001 0.592 3.219 -0.851
C 2.463 -1.067 2.643 0.171
C 2.618 -1.623 3.914 -0.585
C 1.866 -2.727 4.267 -0.535
C 0.981 -3.261 3.339 -0.667
C 0.914 -2.664 2.092 0.418
N 1.636 -1.604 1.754 0.038
C 1.722 0.870 -3.754 0.326
C 1.485 1.458 -4.997 -0.682
C 0.561 0.889 -5.850 -0.452
C -0.078 -0.277 -5.452 -0.611
C 0.222 -0.790 -4.204 0.291
N 1.087 -0.229 -3.362 -0.023
H 4.022 3.642 -2.233 0.430
H 5.664 4.858 -0.875 0.358
H 6.270 3.991 1.380 0.369
H 5.103 2.035 2.274 0.499
H 3.324 -1.155 4.584 0.496
H 1.962 -3.171 5.251 0.386
H 0.360 -4.117 3.570 0.466
H 0.249 -3.044 1.323 -0.158
H 2.050 2.340 -5.260 0.450
H 0.355 1.334 -6.815 0.412
H -0.782 -0.781 -6.100 0.436
H -0.251 -1.700 -3.859 -0.160
C -3.735 -3.645 -1.300 -1.403
Ge -1.795 -3.176 -1.164 0.858
C -1.116 -4.562 0.105 -1.683
C -1.021 -3.863 -2.869 -1.593
Ge -1.198 -0.787 -0.517 -0.445
C -2.178 0.338 -1.845 0.314
C -3.286 -0.105 -2.563 0.055
C -3.944 0.723 -3.462 -0.588
C -3.514 2.030 -3.641 -0.531
C -2.406 2.488 -2.943 -0.723
C -1.742 1.643 -2.065 0.355
C -2.429 -0.527 1.039 0.302
C -2.861 0.764 1.345 -0.381
C -3.653 1.016 2.455 -0.567
C -4.044 -0.027 3.285 -0.494
C -3.623 -1.317 3.000 -0.786
C -2.821 -1.557 1.891 0.553
H -3.833 -4.692 -1.592 0.450
H -4.254 -3.040 -2.043 0.465
H -4.237 -3.501 -0.342 0.372
H -1.339 -5.546 -0.313 0.520
H -1.582 -4.501 1.090 0.376
H -0.035 -4.487 0.229 0.549
H -1.084 -4.952 -2.855 0.488
H 0.029 -3.585 -2.967 0.415
H -1.559 -3.502 -3.746 0.382
H -3.639 -1.119 -2.419 -0.072
H -4.789 0.344 -4.026 0.394
H -4.039 2.688 -4.323 0.347
H -2.047 3.501 -3.086 0.422
H -0.853 2.006 -1.558 -0.161
H -2.561 1.588 0.707 0.231
H -3.954 2.033 2.681 0.400
H -4.672 0.167 4.146 0.342
H -3.912 -2.138 3.646 0.384
H -2.500 -2.574 1.691 -0.066
I 0.774 3.656 0.716 0.118
C 0.555 2.704 2.579 -0.184
C 1.143 3.263 3.703 -0.566
C 0.849 2.680 4.924 -0.302
C -0.014 1.596 4.967 -0.916
C -0.525 1.113 3.774 0.101
N -0.233 1.655 2.594 0.256
H 1.803 4.113 3.618 0.429
H 1.274 3.083 5.834 0.371
H -0.285 1.133 5.906 0.428
H -1.200 0.266 3.746 0.270
```

Total charge ... -1
Gap between HOMO and LUMO ... 0.243 Eh
Energy above the lowest of the compared OMol25 structures with the same formula, charge and spin ... 3.9 kcal per mole
Spin multiplicity ... 1
HOMO energy ... -4.22 eV
E_LUMO ... 2.4 eV